(1)
A structure of composition C17H25B3N4O4, computed with wB97M-V/def2-TZVPD.

Cartesian coordinates (Å):
N  -3.305  -3.326  1.318
C  -3.627  -3.186  0.100
C  -2.939  -2.133  -0.731
B  -3.192  -2.064  -2.279
O  -3.236  -3.167  -3.100
B  -2.955  -2.981  -4.452
O  -2.355  -1.800  -4.848
B  -2.269  -0.792  -3.911
C  -1.056  0.211  -3.805
C  -1.197  1.575  -4.539
C  -2.277  1.521  -5.607
N  -3.566  1.750  -5.154
O  -2.036  1.175  -6.736
O  -3.209  -0.811  -2.879
H  -3.857  -4.058  1.761
H  -4.404  -3.801  -0.365
H  -3.220  -1.155  -0.316
H  -1.856  -2.253  -0.583
H  -3.203  -3.828  -5.237
H  -0.153  -0.305  -4.143
H  -0.978  0.364  -2.719
H  -0.268  1.818  -5.058
H  -1.384  2.382  -3.821
H  -4.232  1.801  -5.917
H  -3.676  2.503  -4.489
C  6.505  -0.476  5.149
N  5.245  -0.136  4.440
C  4.343  0.644  5.060
C  3.171  1.002  4.436
C  2.920  0.556  3.140
C  3.865  -0.258  2.524
C  5.019  -0.590  3.199
C  1.673  0.943  2.427
C  1.730  1.581  1.192
C  0.560  1.905  0.540
N  -0.631  1.612  1.082
C  -0.712  1.005  2.278
C  0.423  0.663  2.974
C  -1.892  1.916  0.361
H  6.259  -0.960  6.090
H  7.063  0.440  5.327
H  7.087  -1.149  4.529
H  4.592  0.970  6.060
H  2.473  1.638  4.962
H  3.712  -0.649  1.528
H  5.780  -1.222  2.763
H  2.673  1.838  0.730
H  0.552  2.399  -0.421
H  -1.706  0.792  2.647
H  0.319  0.161  3.927
H  -2.517  2.544  0.988
H  -2.386  0.969  0.151
H  -1.668  2.424  -0.571

Atomic forces in eV per Å
0.0 0.1 -0.2
0.1 -0.1 0.3
-0.5 0.0 0.1
-0.4 -0.1 -0.3
0.2 0.2 0.0
-0.2 0.0 -0.2
0.1 -0.1 0.5
-0.4 0.1 -0.4
-0.2 0.0 0.0
0.3 0.1 0.0
0.1 0.0 0.1
0.1 0.3 -0.3
0.0 -0.1 0.0
0.8 -0.1 0.5
0.0 0.0 0.0
0.1 0.1 -0.1
0.1 -0.1 0.0
-0.1 0.1 0.0
0.0 0.0 0.0
-0.1 0.1 0.0
0.3 0.2 -0.1
-0.1 0.0 0.1
-0.1 -0.1 -0.1
0.0 -0.1 0.1
0.0 -0.2 0.1
0.0 0.0 0.0
0.0 0.0 0.0
0.0 0.0 0.0
0.0 0.0 0.0
0.1 0.0 0.0
0.0 0.0 0.0
0.0 0.0 0.0
0.0 0.0 0.0
0.0 -0.1 0.0
0.0 0.0 0.0
0.0 0.0 0.0
0.0 0.0 0.0
0.0 0.0 0.0
0.0 -0.1 0.0
0.0 0.0 0.0
0.0 0.0 0.0
0.0 0.0 0.0
0.0 0.0 0.0
0.0 0.0 0.0
0.0 0.0 0.0
0.0 0.0 0.0
0.0 0.0 0.0
0.0 0.0 0.0
0.0 0.0 0.0
0.0 0.0 0.0
0.0 0.0 0.0
-0.1 0.0 0.0
0.1 0.0 0.0

As for the net charge: +2. As for the gap between HOMO and LUMO: 0.1999 hartree. The LUMO energy is -7.81 eV.

(2)
A structure of composition C6H8N2 in a non-equilibrium geometry, computed with wB97M-V/def2-TZVPD.

Cartesian coordinates (Å):
C  -1.822  -0.905  0.508
C  -1.054  -0.160  -0.585
C  -0.704  1.334  -0.250
C  0.700  0.756  -0.141
C  1.996  0.763  0.281
C  2.354  -0.615  0.060
H  -2.915  -0.630  0.431
H  -1.650  -2.016  0.288
H  -1.392  -0.589  1.394
H  -1.434  -0.525  -1.571
H  -1.179  1.824  0.767
H  -0.648  2.080  -1.066
H  2.690  1.571  0.586
H  3.284  -1.085  0.163
N  1.371  -1.363  -0.392
N  0.402  -0.441  -0.472

Atomic forces in eV per Å
-1.1 -1.1 -3.0
-1.0 -1.9 -0.6
0.3 1.2 1.2
0.8 3.1 2.0
2.1 -0.1 0.1
0.1 1.4 0.2
1.1 -0.5 0.3
-0.5 1.5 0.7
0.5 0.2 2.2
0.2 1.1 0.5
1.2 -1.5 -2.7
-0.9 -0.4 0.4
-0.8 -0.7 -0.2
1.2 -0.3 0.3
-1.1 0.0 0.0
-2.1 -2.0 -1.3

As for the net charge: 0. As for the energy above the lowest of the compared OMol25 structures with the same formula, charge and spin: 56.2 kcal/mol. As for the gap between HOMO and LUMO: 0.3656 hartree. The LUMO energy is 1.00 eV.

(3)
A cluster of 2 separate species, C5H14N2O in total in a non-equilibrium geometry, computed with wB97M-V/def2-TZVPD.

Cartesian coordinates (Å):
C  -0.863  0.297  1.651
C  -1.039  0.879  0.253
C  -0.092  0.160  -0.697
C  -0.682  -1.043  -1.389
C  -1.074  -2.143  -0.731
N  -0.704  -0.978  -2.775
N  -0.687  2.288  0.270
H  0.094  -0.073  2.054
H  -1.070  0.926  2.521
H  -1.553  -0.551  1.786
H  -2.041  0.633  -0.072
H  0.263  0.851  -1.478
H  0.901  -0.141  -0.336
H  -1.723  -2.859  -1.234
H  -0.612  -2.568  0.142
H  -1.393  -1.531  -3.263
H  -0.763  -0.052  -3.179
H  0.290  2.483  0.363
H  -1.315  2.884  0.778
H  3.978  -0.241  1.687
H  5.020  0.078  2.699
O  4.074  0.188  2.547

Atomic forces in eV per Å
-0.8 -1.5 2.0
2.3 -0.2 1.6
1.4 -0.2 -1.8
0.3 -0.4 0.5
-0.4 -0.7 -0.6
-0.9 0.9 -0.7
-1.1 0.2 -1.5
0.3 0.0 -1.3
-0.7 0.8 -0.6
0.2 0.0 -0.1
-0.4 0.7 -0.2
-0.6 0.1 0.0
-0.4 0.0 1.0
0.4 -0.1 -0.3
-0.3 0.8 0.8
0.1 -0.6 0.3
0.1 0.2 0.3
0.1 0.1 0.4
0.3 0.0 0.3
-0.3 0.1 0.1
-0.1 0.2 0.3
0.3 -0.2 -0.3

As for the net charge: 0. As for the energy above the lowest of the compared OMol25 structures with the same formula, charge and spin: 63.2 kcal/mol. As for the gap between HOMO and LUMO: 0.3204 hartree. The LUMO energy is 0.73 eV.

(4)
The molecule C2H5NS2 in a non-equilibrium geometry, computed with wB97M-V/def2-TZVPD.

Cartesian coordinates (Å):
C  1.290  0.488  0.125
C  -1.239  -0.996  0.351
N  2.292  1.058  -0.350
S  -2.099  0.329  -0.443
S  0.714  -1.051  -0.304
H  0.710  1.101  0.929
H  -1.255  -0.917  1.390
H  -1.483  -1.904  -0.090
H  2.548  1.949  0.062
H  -1.479  -0.058  -1.670

Atomic forces in eV per Å
-1.5 3.2 2.7
3.2 1.4 -2.0
1.6 -0.5 -1.3
0.8 -0.3 -1.8
-2.1 -1.1 0.5
0.3 -1.5 -1.0
0.0 -0.2 1.6
-0.7 -1.7 -0.1
-0.4 -0.1 0.1
-1.1 0.8 1.3

As for the net charge: 0. As for the energy above the lowest of the compared OMol25 structures with the same formula, charge and spin: 42.2 kcal/mol. As for the gap between HOMO and LUMO: 0.3481 hartree. The LUMO energy is 0.39 eV.

(5)
A cluster of 2 separate species, C3H8OS2 in total in a non-equilibrium geometry, computed with wB97M-V/def2-TZVPD.

Cartesian coordinates (Å):
C  3.155  1.061  -0.241
S  1.489  0.556  -0.218
S  1.116  0.364  1.794
H  3.419  1.614  0.665
H  3.805  0.178  -0.286
H  3.309  1.678  -1.130
H  -0.168  -0.069  1.806
C  -1.724  -1.044  -0.979
C  -2.262  -0.401  0.071
O  -3.583  -0.455  0.399
H  -0.898  -0.576  -1.504
H  -2.019  -2.002  -1.381
H  -1.758  0.446  0.531
H  -3.882  -1.351  0.472

Atomic forces in eV per Å
1.3 0.1 0.6
-1.8 -0.6 1.1
0.8 0.3 -0.7
-0.1 0.1 -0.2
-0.1 0.1 -0.1
-0.1 -0.1 0.1
0.1 0.0 -0.6
0.8 0.2 0.6
-0.6 0.3 -1.9
0.8 0.2 1.3
0.5 -0.3 0.5
-0.7 0.3 -0.2
-0.3 0.3 -0.3
-0.5 -0.9 -0.2

As for the net charge: +1. Its expectation value of S² is 0.7545. Its spin multiplicity is 2. As for the energy above the lowest of the compared OMol25 structures with the same formula, charge and spin: 29.5 kcal/mol. As for the gap between HOMO and LUMO (alpha / beta): 0.2716 / 0.1609 hartree. The LUMO energy (alpha / beta) is -5.11 / -8.11 eV.